# C24H30N2O4S

An isolated molecule of C24H30N2O4S (wB97M-V/def2-TZVPD, the OMol25 dataset).

Structure (XYZ):
```
61
Properties=species:S:1:pos:R:3:mulliken_charge:R:1
C 7.198 1.344 1.289 -1.45
C 5.871 1.044 0.663 0.97
C 4.720 0.994 1.445 -0.94
C 3.486 0.741 0.872 -0.25
C 3.411 0.537 -0.493 -0.27
S 1.817 0.202 -1.216 1.60
O 1.920 0.160 -2.645 -0.78
O 0.832 1.110 -0.683 -0.57
N 1.497 -1.376 -0.687 -0.40
C 0.069 -1.537 -0.454 0.34
C -0.270 -0.768 0.834 0.62
O 0.622 -0.570 1.650 -0.74
N -1.533 -0.381 1.036 0.26
C -1.825 0.549 2.107 -1.09
C -2.210 1.891 1.490 -1.01
C -3.450 1.721 0.598 1.24
O -4.541 1.242 1.383 -0.68
C -3.858 3.049 -0.059 -1.65
C -2.903 3.495 -1.160 -0.61
C -2.781 2.408 -2.219 -1.17
C -2.273 1.118 -1.585 -0.33
C -3.204 0.640 -0.472 0.08
C -2.679 -0.640 0.198 -1.53
C -0.289 -2.996 -0.328 -0.62
C 0.051 -3.702 0.819 -0.35
C -0.272 -5.042 0.936 -0.92
C -0.936 -5.690 -0.092 -0.35
C -1.273 -4.993 -1.239 -0.94
C -0.951 -3.652 -1.358 0.15
C 4.536 0.579 -1.291 -0.38
C 5.766 0.834 -0.708 -0.78
H 7.340 2.423 1.352 0.29
H 7.252 0.940 2.297 0.37
H 8.010 0.931 0.696 0.38
H 4.793 1.154 2.511 0.39
H 2.584 0.694 1.463 0.43
H 1.984 -1.519 0.193 0.58
H -0.423 -1.086 -1.317 0.57
H -0.933 0.644 2.728 0.54
H -2.652 0.154 2.705 0.41
H -1.372 2.254 0.897 0.32
H -2.421 2.616 2.280 0.58
H -4.758 1.913 2.039 0.47
H -4.856 2.910 -0.485 0.38
H -3.929 3.822 0.713 0.48
H -1.918 3.705 -0.743 0.30
H -3.279 4.418 -1.608 0.40
H -2.091 2.724 -3.002 0.45
H -3.758 2.234 -2.677 0.44
H -1.267 1.279 -1.196 -0.09
H -2.214 0.339 -2.350 0.45
H -4.183 0.402 -0.904 0.65
H -2.444 -1.394 -0.551 0.60
H -3.470 -1.034 0.847 0.31
H 0.564 -3.196 1.623 0.40
H -0.005 -5.582 1.833 0.39
H -1.188 -6.736 0.000 0.40
H -1.787 -5.494 -2.046 0.39
H -1.206 -3.112 -2.258 0.45
H 4.426 0.415 -2.351 0.50
H 6.653 0.870 -1.322 0.37
```

Summary:
* ΔE to the lowest compared entry with this formula, charge and spin: 0.2919 eV
* frontier orbital gap: 9.751 eV
* multiplicity: 1